Density functional theory data (ωB97M-V with the def2-TZVPD basis set) for an isolated molecule of C19H26N2O4S at a distorted geometry.

Structure (XYZ):
```
52
Properties=species:S:1:pos:R:3:forces:R:3
C -3.501 -4.122 -0.698 -0.062 -0.125 -0.198
H -4.535 -3.896 -0.976 0.042 0.009 0.005
O -3.118 -3.433 0.470 0.073 0.209 0.273
C -3.111 -2.079 0.458 0.018 0.193 -0.038
C -3.471 -1.290 -0.634 0.003 -0.345 0.032
C -3.396 0.089 -0.537 -0.052 0.202 0.087
C -2.973 0.678 0.635 -0.188 0.620 -0.218
C -2.637 -0.091 1.735 -0.046 -0.197 0.068
C -2.705 -1.465 1.650 0.002 -0.019 -0.078
H -2.445 -2.096 2.485 0.027 -0.054 0.116
H -2.333 0.404 2.644 0.078 -0.039 0.191
S -2.734 2.442 0.716 0.485 -0.066 0.181
O -3.235 3.037 -0.491 0.144 -0.319 -0.054
O -3.192 2.926 1.986 0.176 -0.236 0.109
N -1.072 2.529 0.747 -0.953 0.116 0.216
H -0.721 2.921 1.602 -0.126 0.089 0.252
C -0.317 2.811 -0.452 0.435 -0.323 -0.521
H 0.204 3.771 -0.362 -0.128 -0.036 0.003
H -1.042 2.893 -1.264 0.187 0.126 -0.134
C 0.696 1.697 -0.742 -0.151 0.260 -0.248
C -0.020 0.441 -1.268 0.105 0.071 0.233
N 0.851 -0.665 -1.602 0.011 -0.069 -0.057
C 1.936 -0.264 -2.473 0.189 0.047 -0.001
C 2.717 0.967 -1.997 -0.167 0.011 -0.190
C 1.753 2.127 -1.759 0.066 -0.175 0.321
H 2.296 3.002 -1.395 -0.034 0.078 -0.042
H 1.265 2.398 -2.698 -0.038 0.088 -0.116
H 3.246 0.732 -1.073 0.061 0.020 0.009
H 3.458 1.236 -2.752 0.066 -0.016 -0.011
H 2.611 -1.112 -2.602 -0.035 -0.020 -0.073
H 1.488 -0.035 -3.448 0.109 0.003 -0.065
C 1.158 -1.576 -0.515 0.132 0.112 -0.020
C 1.778 -0.996 0.719 -0.930 -0.142 0.441
C 1.212 -0.536 1.871 0.228 -0.371 -0.575
C 2.279 -0.075 2.683 0.522 0.002 -0.224
C 3.422 -0.288 1.974 -0.155 0.410 0.751
O 3.123 -0.848 0.779 0.283 -0.078 -0.204
C 4.850 -0.015 2.288 -0.158 -0.160 -0.311
H 4.930 0.407 3.285 0.010 0.020 0.047
H 5.432 -0.934 2.241 0.094 -0.024 0.045
H 5.273 0.686 1.569 0.077 0.051 0.009
H 2.204 0.352 3.662 0.088 0.098 0.227
H 0.167 -0.522 2.105 -0.258 -0.048 -0.039
H 0.214 -2.047 -0.219 0.138 -0.029 0.071
H 1.821 -2.348 -0.915 -0.097 -0.064 0.055
H -0.744 0.097 -0.530 -0.072 -0.031 -0.025
H -0.563 0.715 -2.182 -0.122 0.105 0.020
H 1.196 1.453 0.199 0.028 0.019 -0.041
H -3.658 0.723 -1.369 -0.035 0.013 -0.161
H -3.799 -1.736 -1.558 -0.020 -0.064 -0.078
H -2.837 -3.889 -1.536 -0.029 0.007 0.027
H -3.417 -5.180 -0.454 -0.021 0.072 -0.067
```
Positions in Å, forces in eV/Å.

Computed properties:
ΔE to the lowest compared entry with this formula, charge and spin   81.12 kcal/mol
Highest occupied orbital energy   -8.03 eV
DFT total energy   -1548.22738 a.u.
Orbital gap   8.7 eV
Multiplicity   1
LUMO level   0.024 hartree
Structure (SMILES)   COc1ccc(S(=O)(=O)NC[C@@H]2CCCN(Cc3ccc(C)o3)C2)cc1

Atom charges from the Löwdin analysis, given in e for atoms 1 to 4:
1 C -0.0794
2 H 0.0972
3 O -0.0763
4 C -0.2724